(a)
{"formula": "C2H6O2", "method": "the ωB97M-V functional and the def2-TZVPD basis", "symbols": ["O", "C", "C", "O", "H", "H", "H", "H", "H", "H"], "xyz": [[-1.33, 1.31, -0.31], [-0.84, 0.01, -0.10], [0.83, -1.01, 0.38], [0.84, 0.43, -0.23], [-1.06, 1.60, -1.19], [-1.28, -0.30, 0.84], [-1.01, -0.66, -0.94], [1.29, -0.90, 1.37], [1.53, -1.56, -0.27], [1.03, 1.08, 0.46]], "e_lumo_ev": 0.704, "spin_multiplicity": 1, "homo_energy_ha": -0.265, "homo_lumo_gap_ha": 0.2913}

***

(b)
{"formula": "C2H6O2", "method": "the ωB97M-V functional and the def2-TZVPD basis", "symbols": ["C", "C", "O", "O", "H", "H", "H", "H", "H", "H"], "xyz": [[0.55, 0.28, 0.71], [-0.31, -0.78, -0.02], [-2.12, 0.63, 0.01], [-1.66, -0.63, 0.30], [0.55, 0.09, 1.87], [1.69, 0.25, 0.50], [0.07, 1.18, 0.46], [0.09, -1.76, 0.15], [-0.20, -0.66, -1.86], [-2.17, 0.80, -0.96]], "e_lumo_ev": 0.556, "spin_multiplicity": 1, "homo_energy_ha": -0.353, "homo_lumo_gap_ha": 0.3736}

***

Here are the energies relative to the best structure, in hartree: (a) 0.0000; (b) 0.0201.